DFT (ωB97M-V with the def2-TZVPD basis set) results for C21H43AlF6N3O15P3 as an isolated structure.

XYZ file:
```
92
Properties=species:S:1:pos:R:3:mulliken_charge:R:1
Al -11.99 -7.00 -0.61 1.4007
P -15.07 -8.03 -2.37 1.3446
F -13.63 -7.57 -2.99 -0.2944
F -15.18 -9.43 -3.16 -0.4606
F -14.34 -8.66 -1.07 -0.2856
F -16.53 -8.40 -1.73 -0.4499
F -15.11 -6.64 -1.50 -0.1703
F -15.74 -7.07 -3.53 -0.5481
C -21.18 -8.48 -3.09 -0.7890
C -22.09 -8.01 -2.20 0.9354
C -21.84 -6.80 -1.37 0.1625
O -22.71 -6.29 -0.72 -0.4877
C -20.44 -6.32 -1.40 -0.4868
C -19.50 -6.81 -2.23 0.2558
C -19.83 -7.95 -3.16 0.6891
O -19.04 -8.25 -4.02 -0.5716
O -18.25 -6.38 -2.36 -0.3494
O -23.32 -8.55 -2.10 -0.4371
H -21.53 -9.30 -3.71 0.3131
H -20.17 -5.46 -0.81 0.5264
H -17.74 -7.14 -2.70 0.1746
H -23.29 -9.35 -2.64 0.3179
C -13.34 -3.54 -1.92 -0.0046
O -13.11 -4.74 -1.71 -0.4587
N -13.85 -3.12 -3.06 0.2285
C -14.00 -1.73 -3.43 -0.9452
C -14.56 -4.03 -3.97 -0.5820
H -12.95 -2.74 -1.27 0.4102
H -15.00 -1.34 -3.23 0.3529
H -13.78 -1.53 -4.48 0.3398
H -13.23 -1.12 -2.95 0.3384
H -13.93 -4.20 -4.84 0.1418
H -14.83 -4.97 -3.48 -0.0012
H -15.53 -3.64 -4.26 0.4042
C -10.01 -6.63 -4.06 -0.0328
O -10.72 -7.05 -3.14 -0.4755
N -10.53 -6.26 -5.24 0.2072
C -9.66 -5.51 -6.17 -0.9393
C -11.94 -6.32 -5.58 -0.3410
H -8.92 -6.59 -4.04 0.4174
H -8.61 -5.76 -6.19 0.3353
H -9.78 -4.46 -5.87 0.3895
H -10.10 -5.66 -7.16 0.3603
H -12.19 -7.12 -6.28 0.2663
H -12.58 -6.44 -4.71 -0.2454
H -12.19 -5.35 -6.01 0.4520
C -11.77 -10.02 2.03 -0.1250
O -11.92 -8.88 1.56 -0.3533
N -12.40 -11.10 1.58 0.3871
C -12.30 -12.39 2.25 -0.9642
C -13.42 -11.06 0.54 -0.4610
H -11.20 -10.22 2.94 0.3876
H -11.44 -12.46 2.91 0.3667
H -12.14 -13.13 1.47 0.3398
H -13.18 -12.64 2.85 0.3263
H -13.41 -10.13 -0.01 -0.3647
H -13.34 -11.93 -0.11 0.5753
H -14.37 -11.11 1.08 0.3435
C -14.47 -6.86 4.10 -0.7793
O -15.03 -7.93 3.35 -0.3649
P -15.34 -7.66 1.79 0.5850
O -14.20 -7.02 1.10 -0.2187
O -15.77 -9.09 1.29 -0.0266
C -17.13 -9.58 1.50 -0.8350
O -16.66 -6.81 1.84 -0.3362
C -17.04 -5.86 0.81 -0.1962
H -14.52 -5.90 3.57 0.2817
H -13.42 -7.05 4.31 0.2919
H -15.00 -6.59 5.01 0.2912
H -17.58 -9.49 0.51 0.1738
H -17.62 -8.99 2.27 0.4074
H -17.04 -10.58 1.90 0.2892
H -17.59 -4.99 1.17 0.3716
H -17.70 -6.43 0.15 0.0952
H -16.10 -5.61 0.32 0.0083
C -12.84 -11.08 -3.01 -0.2249
O -11.56 -11.58 -2.68 -0.4265
P -10.37 -10.55 -2.36 0.9545
O -10.74 -9.36 -1.56 -0.3654
O -9.23 -11.55 -1.85 -0.4112
C -9.61 -12.49 -0.84 -0.6690
O -9.83 -10.18 -3.83 -0.1778
C -9.45 -11.21 -4.74 -0.7360
H -13.65 -11.24 -2.31 0.2080
H -13.15 -11.50 -3.97 0.4225
H -12.85 -10.02 -3.25 -0.1838
H -8.99 -13.38 -0.89 0.3634
H -10.68 -12.70 -0.82 0.2373
H -9.52 -12.09 0.18 0.2596
H -8.72 -11.85 -4.25 0.3064
H -9.16 -10.70 -5.65 0.2315
H -10.31 -11.84 -4.98 0.3072
```

Results
- lowest unoccupied orbital energy (eV) = -11.40
- relative energy (zero: lowest compared OMol25 entry of this formula, charge and spin) (kcal/mol) = 0.0
- F_max (hartree/bohr) = 0.0577
- E_tot (eV) = -108415.437
- net charge = +2
- HOMO (eV) = -13.01
- Kohn-Sham gap (eV) = 1.62



DFT (ωB97M-V with the def2-TZVPD basis set) results for a 2-piece molecular cluster, C21H43BN3O7 overall.

XYZ file:
```
75
Properties=species:S:1:pos:R:3:mulliken_charge:R:1
C -0.22 1.00 -2.40 -0.9713
C 0.88 1.14 -1.63 -0.6956
C 1.05 0.76 -0.18 -0.3381
C 0.36 1.68 0.90 1.2325
C -0.85 0.93 1.47 -1.8270
N -1.85 0.64 0.45 0.0471
C -2.37 -0.72 0.49 -1.1062
O -0.16 2.82 0.29 -0.9884
B 0.85 3.95 0.40 0.8584
N 0.15 5.18 0.98 -0.4971
C 0.98 6.02 1.84 -0.3385
C 2.05 6.86 1.10 -1.0551
O 1.21 4.29 -1.03 -0.5889
C 2.54 4.10 -1.40 1.0003
C 2.66 4.31 -2.93 -1.6301
O 1.89 3.32 1.20 -0.0193
C 1.34 2.29 1.98 1.1390
C 2.50 1.41 2.47 -1.1960
C 3.91 1.99 2.24 -0.4924
C 4.56 1.60 0.91 -1.0680
N 0.62 3.02 3.08 -0.4613
C 0.17 2.36 3.99 0.5953
O -0.30 1.74 4.85 -0.5643
H -0.11 0.56 -3.39 0.2644
H -1.20 1.33 -2.08 0.2745
H 1.76 1.56 -2.11 0.3528
H 0.61 -0.23 -0.08 0.5425
H 2.12 0.64 -0.02 -0.2108
H -0.55 -0.01 1.95 0.4113
H -1.31 1.59 2.21 0.4021
H -2.58 1.33 0.47 0.2539
H -1.55 -1.39 0.24 0.3042
H -3.15 -0.80 -0.26 0.4236
H -2.77 -0.95 1.49 0.3282
H -0.19 5.78 0.24 0.2255
H 1.47 5.44 2.62 0.0632
H 0.31 6.72 2.36 0.4722
H 1.77 7.05 0.07 0.2038
H 3.01 6.34 1.16 0.1615
H 2.19 7.81 1.63 0.3973
H 3.23 4.78 -0.87 0.1458
H 2.86 3.08 -1.19 -0.6222
H 1.67 4.48 -3.33 0.3450
H 3.35 5.12 -3.16 0.3567
H 3.09 3.42 -3.39 0.3636
H 2.43 1.22 3.54 0.5366
H 2.48 0.43 2.00 0.4782
H 3.95 3.05 2.42 0.2041
H 4.53 1.52 3.01 0.5104
H 5.64 1.52 1.09 0.4443
H 4.44 2.36 0.14 0.0368
H 4.24 0.61 0.58 0.2931
C -4.45 -7.51 -2.98 -0.7970
O -3.22 -7.08 -2.43 -0.2842
C -2.60 -6.02 -3.14 -0.5577
C -2.02 -4.97 -2.22 -0.3097
O -2.97 -4.18 -1.52 -0.4264
C -3.74 -4.79 -0.50 -0.3572
C -2.98 -5.20 0.74 -0.5048
O -2.15 -6.33 0.51 -0.2975
C -0.88 -6.25 1.10 -0.7772
H -4.29 -8.16 -3.85 0.3123
H -4.98 -8.07 -2.21 0.2321
H -5.07 -6.66 -3.27 0.3678
H -3.32 -5.54 -3.82 0.3517
H -1.79 -6.45 -3.74 0.3649
H -1.48 -4.26 -2.85 0.4335
H -1.29 -5.41 -1.54 0.1109
H -4.34 -5.61 -0.88 0.0963
H -4.45 -4.01 -0.19 0.4456
H -3.70 -5.47 1.52 0.3777
H -2.38 -4.35 1.10 0.3202
H -0.43 -5.26 0.96 0.3537
H -0.24 -6.98 0.61 0.2334
H -0.93 -6.48 2.17 0.3139
```

Results
- lowest unoccupied orbital energy (eV) = 2.30
- relative energy (zero: lowest compared OMol25 entry of this formula, charge and spin) (kcal/mol) = 0.0
- F_max (hartree/bohr) = 0.0514
- E_tot (eV) = -41953.689
- net charge = -1
- HOMO (eV) = -3.94
- Kohn-Sham gap (eV) = 6.25



DFT (ωB97M-V with the def2-TZVPD basis set) results for C21H43BO2P2Tc as an isolated structure.

XYZ file:
```
70
Properties=species:S:1:pos:R:3:mulliken_charge:R:1
P -2.97 1.53 -1.84 0.9243
P -0.27 -0.69 -3.50 1.3390
C -2.39 1.26 -3.56 -1.0974
C -1.96 -0.18 -3.97 -1.0222
H -1.61 2.02 -3.78 0.5299
H -3.27 1.55 -4.17 0.6400
H -2.68 -0.94 -3.61 0.5393
H -1.95 -0.25 -5.07 0.6288
C 0.81 -0.09 -4.86 -1.3903
H 1.87 -0.26 -4.61 0.3890
H 0.66 0.98 -5.06 0.4578
H 0.56 -0.66 -5.77 0.5307
C -0.23 -2.48 -3.75 -1.5000
H -0.04 -2.68 -4.80 0.4928
H -1.17 -2.94 -3.44 0.4464
H 0.57 -2.94 -3.17 0.3510
C -3.67 3.20 -1.99 -1.3234
H -4.00 3.61 -1.03 0.4412
H -4.53 3.16 -2.68 0.4998
H -2.93 3.89 -2.43 0.4196
C -4.41 0.52 -1.41 -1.4743
H -4.24 -0.53 -1.64 0.3926
H -5.27 0.87 -1.99 0.4333
H -4.66 0.63 -0.35 0.4853
Tc -0.98 1.15 2.06 -0.1562
C 1.04 -1.59 -1.61 -0.6031
C 1.52 -0.27 -1.52 -0.7947
C 1.02 1.13 -1.82 -0.7410
C -0.18 1.97 -1.18 -1.0673
C -1.60 1.49 -0.73 -0.0932
C -1.64 0.16 0.15 -1.2924
C -1.20 -0.99 -0.79 1.5753
C -0.07 -1.98 -0.55 -0.1676
C -2.00 0.48 3.70 -1.1130
H 1.78 -2.37 -1.86 0.7088
H 2.35 -0.22 -0.80 0.4265
H 1.01 1.37 -2.89 0.2807
H 1.89 1.75 -1.49 0.5017
H 0.22 2.47 -0.29 0.7379
H -0.34 2.82 -1.88 0.3012
H -1.96 2.30 -0.03 1.1457
H -2.69 -0.11 0.42 0.5310
H -0.94 -0.39 -1.71 -2.6170
H -2.10 -1.55 -1.10 0.7580
H 0.27 -1.90 0.51 -0.1129
H -0.44 -3.03 -0.75 0.4278
H -1.63 -0.54 3.92 0.2105
H -3.07 0.42 3.46 0.3417
H -1.89 1.07 4.63 0.3584
C 4.06 -0.39 2.36 -2.1121
C 2.76 -0.87 3.00 1.3600
C 3.15 -2.29 3.37 -2.0064
O 1.63 -0.74 2.13 -0.2104
B 0.87 0.40 2.56 0.5671
O 1.52 1.03 3.66 -0.3303
C 2.33 0.03 4.23 1.6757
C 1.52 -0.82 5.22 -1.7367
C 3.43 0.72 5.00 -1.8067
H 4.89 -0.51 3.08 0.4697
H 4.04 0.64 2.02 0.3348
H 4.31 -1.04 1.51 0.5402
H 3.54 -2.83 2.51 0.5039
H 3.97 -2.24 4.10 0.4250
H 2.36 -2.90 3.81 0.3624
H 2.19 -1.43 5.84 0.3755
H 0.95 -0.17 5.89 0.4434
H 0.82 -1.49 4.72 0.2682
H 4.08 1.31 4.35 0.3814
H 2.99 1.39 5.74 0.4540
H 4.04 -0.02 5.54 0.3612
```

Results
- lowest unoccupied orbital energy (alpha / beta) (eV) = -6.71 / -7.70
- 2S+1 = 4
- relative energy (zero: lowest compared OMol25 entry of this formula, charge and spin) (kcal/mol) = 89.7
- F_max (hartree/bohr) = 0.0560
- expectation value of S² = 3.8339
- E_tot (eV) = -48000.383
- net charge = +2
- HOMO (alpha / beta) (eV) = -13.87 / -13.05
- Kohn-Sham gap (alpha / beta) (eV) = 7.16 / 5.35